# C25H18ClN7O4PtS2

C25H18ClN7O4PtS2 as an isolated structure at a distorted geometry (wB97M-V/def2-TZVPD, the Open Molecules 2025 dataset).

Geometry as ORCA input:
```
! wB97M-V def2-TZVPD RIJCOSX def2/J DEFGRID3
* xyz 0 1
Pt -0.1784 -0.0130 -0.2481
S 1.2691 -2.0678 0.5336
C 2.4833 -1.8522 -0.6298
C 3.5889 -2.7157 -0.4723
N 4.4758 -3.4210 -0.2992
C 2.4979 -0.9478 -1.6924
S 1.2952 0.1941 -2.0833
C 3.5842 -1.0015 -2.5905
N 4.4542 -1.0512 -3.3359
C -5.4896 4.8807 10.9365
O -4.3489 4.0585 10.8450
C -3.9297 3.6835 9.6127
C -4.6338 3.9162 8.4285
C -4.0694 3.6005 7.2183
C -2.7784 3.0431 7.1421
C -2.1185 2.7084 8.3488
C -2.6873 3.0348 9.5504
N -2.2667 2.8698 5.9222
N -1.0684 2.7624 5.5575
C -0.5711 2.2565 4.4484
C 0.7675 2.5839 4.1182
C 1.3548 2.1821 2.9487
C 0.6394 1.4174 2.0047
O 1.1447 1.1122 0.8370
C -0.6605 0.9737 2.3576
N -1.2796 0.1252 1.4909
C -2.4905 -0.3284 1.7437
C -3.1853 0.0423 2.8874
C -2.5888 0.9031 3.7992
C -1.2984 1.3733 3.5648
H -5.5703 5.1631 11.9853
H -6.3978 4.3485 10.6324
H -5.3742 5.7835 10.3265
H -5.6157 4.3591 8.4457
H -4.5940 3.8078 6.2994
H -1.1490 2.2363 8.3021
H -2.1800 2.8236 10.4784
H 1.3210 3.1845 4.8240
H 2.3746 2.4529 2.7216
H -2.9147 -1.0028 1.0111
H -4.1768 -0.3456 3.0590
H -3.1209 1.1880 4.6960
Cl 0.0573 -2.8071 -2.7245
C -1.1357 -1.6692 -3.3828
C -2.1847 -1.3427 -2.2951
O -3.3602 -1.4316 -2.5871
O -1.7799 -1.0231 -1.1259
H -1.6302 -2.1458 -4.2291
H -0.6007 -0.7744 -3.7109
N -0.8387 2.9526 -1.4719
C -1.5568 3.4748 -2.4818
C -2.7339 2.7636 -2.5402
C -2.6385 1.8154 -1.5160
N -1.4875 1.9500 -0.8756
H 0.0702 3.2351 -1.1385
H -1.2052 4.2962 -3.0716
H -3.5526 2.8886 -3.2169
H -3.3482 1.0657 -1.2243
*
```

The highest occupied orbital energy (alpha / beta) is -7.45 / -7.45 eV. The value obtained for the orbital gap (alpha / beta) is 4.6 / 4.6 eV. For the total energy, the calculation gives -82273.73810 eV. The value obtained for the energy relative to the best compared isomer or geometry (same formula, charge and spin) is 45.9 kcal per mole. The calculation puts the maximum force at 6.1 eV/Å.